Record 1
# C29H44BrF2N5O4S3

A 2-piece molecular cluster, C29H44BrF2N5O4S3 overall in a non-equilibrium geometry (ωB97M-V/def2-TZVPD, the Open Molecules 2025 dataset).

Values from the calculation:
DFT total energy   -5673.6313 hartree
Kohn-Sham gap   6.24 eV
Largest force on an atom   10.2 eV/Å
HOMO energy   -8.42 eV

Last column: Löwdin charge in e.
CARTESIAN COORDINATES (ANGSTROEM)
1 C 3.283 -3.599 0.884  -0.14
2 C 4.707 -2.886 0.478  -0.24
3 C 4.814 -1.416 1.222  -0.18
4 C 4.592 -0.168 0.135  -0.21
5 N 4.959 1.097 0.878  -0.25
6 C 3.953 2.209 0.680  -0.20
7 C 2.601 1.812 1.531  -0.16
8 C 1.229 1.818 0.575  -0.20
9 C 0.293 3.154 0.802  -0.19
10 C -1.311 2.844 0.969  -0.08
11 C -2.526 3.738 0.248  -0.43
12 Br -1.931 5.239 -0.932  0.68
13 C -4.117 3.418 0.480  -0.12
14 N -5.288 4.165 -0.117  0.05
15 C -5.271 5.643 0.200  -0.19
16 O -5.257 6.201 1.413  0.05
17 F -5.325 6.599 -0.967  -0.02
18 C -5.484 3.878 -1.590  -0.17
19 O -6.714 4.144 -2.111  0.03
20 F -4.474 3.287 -2.505  0.01
21 C -4.486 2.106 1.446  0.02
22 C -6.105 1.738 1.649  -0.15
23 C -6.531 0.681 0.427  -0.20
24 C -7.732 -0.290 1.012  -0.19
25 C -8.181 -1.445 -0.098  -0.20
26 N -8.236 -0.910 -1.515  -0.18
27 C -7.008 -1.318 -2.329  -0.10
28 C -9.405 -1.532 -2.286  -0.30
29 C -10.388 -0.661 -3.270  -0.04
30 O -9.647 -2.867 -2.209  -0.06
31 C -3.363 1.155 2.171  -0.20
32 N -3.673 -0.059 3.021  -0.27
33 S -2.082 -0.639 3.460  0.90
34 N -1.016 0.530 2.674  -0.29
35 C -1.795 1.574 1.903  -0.15
36 C 6.384 1.538 0.623  -0.96
37 S 7.304 1.968 2.025  0.56
38 S 7.230 1.697 -1.040  0.78
39 C 9.057 2.048 -0.716  -0.49
40 C 9.849 2.317 -2.151  -0.30
41 C 9.191 1.511 -3.422  -0.20
42 H 2.616 -3.686 -0.083  0.08
43 H 3.554 -4.703 1.230  0.05
44 H 2.712 -3.092 1.771  0.07
45 H 5.584 -3.541 0.921  0.10
46 H 4.822 -2.732 -0.681  0.11
47 H 5.885 -1.233 1.682  0.11
48 H 3.988 -1.261 2.050  0.10
49 H 3.448 -0.232 -0.168  0.14
50 H 5.202 -0.358 -0.850  0.11
51 H 4.373 3.227 1.120  0.13
52 H 3.771 2.387 -0.468  0.12
53 H 2.701 0.763 2.061  0.11
54 H 2.524 2.609 2.417  0.12
55 H 0.636 0.808 0.633  0.10
56 H 1.650 1.881 -0.540  0.11
57 H 0.714 3.688 1.781  0.13
58 H 0.541 3.890 -0.084  0.09
59 H -6.753 2.737 1.591  0.13
60 H -6.231 1.235 2.700  0.11
61 H -5.648 -0.033 0.123  0.11
62 H -6.940 1.223 -0.526  0.11
63 H -7.391 -0.858 2.001  0.12
64 H -8.683 0.346 1.330  0.12
65 H -9.229 -1.884 0.226  0.13
66 H -7.415 -2.340 -0.020  0.12
67 H -6.691 -2.428 -2.098  0.11
68 H -7.315 -1.170 -3.463  0.11
69 H -6.132 -0.546 -2.088  0.09
70 H -10.458 -1.230 -4.303  0.10
71 H -9.837 0.367 -3.481  0.09
72 H -11.426 -0.427 -2.780  0.10
73 H 9.610 1.183 -0.137  0.10
74 H 9.119 3.035 -0.071  0.07
75 H 9.865 3.481 -2.418  0.12
76 H 10.967 1.997 -2.010  0.11
77 H 9.969 1.535 -4.317  0.08
78 H 8.202 2.021 -3.784  0.07
79 H 9.021 0.372 -3.129  0.09
80 C 5.382 -8.336 0.915  -0.09
81 C 5.183 -6.834 0.893  -0.33
82 O 4.225 -6.458 1.872  -0.12
83 H 4.436 -8.852 0.720  0.08
84 H 6.114 -8.643 0.162  0.08
85 H 5.728 -8.666 1.899  0.07
86 H 4.815 -6.511 -0.086  0.12
87 H 6.121 -6.311 1.099  0.11
88 H 4.565 -6.742 2.738  0.10

Record 2
# C29H44FNO9S2

A 3-piece molecular cluster, C29H44FNO9S2 overall in a non-equilibrium geometry (ωB97M-V/def2-TZVPD, the Open Molecules 2025 dataset).

Values from the calculation:
DFT total energy   -2759.3345 hartree
Kohn-Sham gap   8.47 eV
Largest force on an atom   1.5 eV/Å
HOMO energy   -8.19 eV

Last column: Löwdin charge in e.
CARTESIAN COORDINATES (ANGSTROEM)
1 O -7.654 4.170 0.617  0.19
2 C -7.841 3.342 -0.214  -0.56
3 O -7.267 3.331 -1.479  0.11
4 F -6.110 4.128 -1.399  -0.01
5 O -8.655 2.290 -0.195  0.04
6 C -8.622 1.534 1.033  -0.15
7 C -7.369 0.697 1.137  -0.24
8 C -7.447 -0.572 0.277  -0.49
9 S -6.039 -0.957 -0.768  0.96
10 C -4.678 -0.811 0.334  -1.05
11 S -4.814 -1.149 1.938  0.71
12 N -3.486 -0.571 -0.293  -0.09
13 C -2.381 -0.152 0.547  -0.28
14 C -1.341 -1.042 0.745  -0.02
15 C -0.256 -0.681 1.534  -0.07
16 C -0.223 0.575 2.122  -0.08
17 C -1.257 1.474 1.897  -0.07
18 C -2.338 1.115 1.111  -0.03
19 C -3.474 0.143 -1.558  -0.27
20 C -4.093 1.375 -1.732  -0.05
21 C -3.998 2.023 -2.958  -0.06
22 C -3.276 1.452 -3.999  -0.08
23 C -2.659 0.220 -3.819  -0.07
24 C -2.762 -0.424 -2.598  -0.02
25 H -8.707 2.203 1.885  0.13
26 H -9.506 0.902 1.019  0.13
27 H -6.499 1.287 0.849  0.10
28 H -7.229 0.438 2.181  0.10
29 H -7.671 -1.428 0.909  0.07
30 H -8.280 -0.471 -0.417  0.08
31 H -1.382 -2.017 0.283  0.12
32 H 0.554 -1.376 1.691  0.10
33 H 0.612 0.838 2.755  0.10
34 H -1.229 2.455 2.346  0.10
35 H -3.145 1.811 0.939  0.11
36 H -4.647 1.812 -0.914  0.10
37 H -4.473 2.980 -3.108  0.10
38 H -3.188 1.968 -4.943  0.10
39 H -2.079 -0.217 -4.617  0.11
40 H -2.258 -1.373 -2.475  0.12
41 C 1.370 -0.532 -2.452  -0.11
42 O 1.846 -1.064 -3.668  -0.20
43 C 3.115 -0.543 -4.018  -0.21
44 C 3.761 -1.390 -5.090  -0.18
45 O 4.384 -2.565 -4.597  -0.13
46 C 3.529 -3.642 -4.249  -0.18
47 C 3.001 -4.415 -5.436  -0.21
48 O 1.900 -3.743 -6.023  -0.20
49 C 1.610 -4.231 -7.311  -0.12
50 H 1.274 0.559 -2.507  0.09
51 H 0.387 -0.962 -2.270  0.07
52 H 2.034 -0.799 -1.621  0.09
53 H 3.769 -0.516 -3.138  0.13
54 H 2.990 0.481 -4.397  0.13
55 H 4.570 -0.805 -5.531  0.13
56 H 3.042 -1.623 -5.879  0.12
57 H 2.707 -3.308 -3.612  0.12
58 H 4.155 -4.322 -3.668  0.13
59 H 2.675 -5.409 -5.099  0.13
60 H 3.804 -4.538 -6.172  0.13
61 H 2.450 -4.065 -7.996  0.09
62 H 0.743 -3.687 -7.680  0.09
63 H 1.374 -5.302 -7.290  0.09
64 C 4.074 3.584 6.991  -0.11
65 O 4.577 2.351 6.535  -0.20
66 C 3.638 1.303 6.688  -0.21
67 C 4.036 0.100 5.864  -0.18
68 O 3.687 0.199 4.492  -0.13
69 C 4.496 1.045 3.687  -0.18
70 C 5.837 0.445 3.332  -0.21
71 O 6.755 0.600 4.398  -0.20
72 C 7.879 -0.236 4.255  -0.11
73 H 3.801 3.537 8.052  0.09
74 H 4.858 4.327 6.861  0.09
75 H 3.195 3.891 6.411  0.09
76 H 2.641 1.640 6.375  0.13
77 H 3.594 1.012 7.747  0.13
78 H 3.469 -0.755 6.237  0.13
79 H 5.099 -0.118 5.989  0.12
80 H 4.618 2.031 4.141  0.12
81 H 3.934 1.169 2.759  0.12
82 H 6.235 0.955 2.443  0.13
83 H 5.705 -0.619 3.099  0.13
84 H 7.590 -1.294 4.273  0.09
85 H 8.543 -0.039 5.094  0.09
86 H 8.415 -0.029 3.321  0.09

Record 3
# C29H44GeN2O6PPtSi3

C29H44GeN2O6PPtSi3 as an isolated structure in a non-equilibrium geometry (ωB97M-V/def2-TZVPD, the Open Molecules 2025 dataset).

Values from the calculation:
Spin multiplicity   4
DFT total energy   -5098.5944 hartree
Kohn-Sham gap (spin up / spin down)   7.65 / 5.43 eV
Energy relative to the best compared isomer or geometry (same formula, charge and spin)   23.2 kcal/mol
Largest force on an atom   1.7 eV/Å
HOMO energy (spin up / spin down)   -7.45 / -8.50 eV

Last column: Löwdin charge in e.
CARTESIAN COORDINATES (ANGSTROEM)
1 Pt -0.493 -0.463 -0.243  0.82
2 C -0.954 1.107 3.384  0.01
3 C -1.530 -0.207 3.018  -0.37
4 N -1.284 -0.860 1.902  0.04
5 C -1.995 -2.024 1.939  -0.12
6 C -2.687 -2.079 3.130  -0.07
7 N -2.377 -0.916 3.786  0.20
8 C -3.569 -3.069 3.803  -0.50
9 O -3.781 -4.193 3.173  0.13
10 O -4.022 -2.798 4.894  0.09
11 C -1.918 -3.006 0.799  -0.59
12 O -2.522 -4.083 0.934  0.05
13 O -1.220 -2.675 -0.183  -0.10
14 H -0.653 1.624 2.477  0.06
15 H -0.067 0.981 4.003  0.09
16 H -1.678 1.711 3.926  0.09
17 H -2.733 -0.717 4.713  0.18
18 H -3.306 -4.241 2.258  0.08
19 O -0.965 1.094 -4.328  0.02
20 C -1.153 0.734 -3.178  -0.75
21 O -0.612 -0.255 -2.620  -0.22
22 C -2.169 1.600 -2.345  -0.20
23 P -1.962 1.373 -0.537  0.95
24 C -3.543 0.729 0.065  -0.35
25 C -4.114 -0.307 -0.680  -0.09
26 C -5.239 -0.958 -0.217  -0.06
27 C -5.794 -0.603 1.003  -0.07
28 C -5.206 0.390 1.770  -0.07
29 C -4.075 1.043 1.315  -0.11
30 C -1.641 3.068 0.041  -0.35
31 C -2.478 3.917 0.757  -0.08
32 C -2.013 5.151 1.178  -0.07
33 C -0.724 5.556 0.881  -0.07
34 C 0.100 4.735 0.125  -0.07
35 C -0.355 3.499 -0.284  -0.13
36 H -3.183 1.312 -2.638  0.09
37 H -2.030 2.651 -2.616  0.10
38 H -3.653 -0.619 -1.609  0.11
39 H -5.680 -1.747 -0.807  0.11
40 H -6.682 -1.102 1.356  0.11
41 H -5.629 0.656 2.729  0.11
42 H -3.597 1.781 1.942  0.09
43 H -3.494 3.636 0.979  0.09
44 H -2.667 5.813 1.729  0.11
45 H -0.368 6.515 1.224  0.11
46 H 1.098 5.056 -0.133  0.11
47 H 0.281 2.833 -0.858  0.08
48 C 4.577 0.698 -2.701  -0.22
49 Si 2.699 0.422 -3.020  0.42
50 C 2.534 -0.695 -4.557  -0.20
51 C 1.985 2.162 -3.348  -0.20
52 Ge 1.797 -0.504 -0.901  0.55
53 Si 2.139 -3.003 -1.229  0.48
54 C 1.730 -3.909 0.401  -0.19
55 C 1.034 -3.499 -2.693  -0.19
56 C 4.012 -3.288 -1.553  -0.20
57 Si 3.076 0.192 1.088  0.40
58 C 2.608 2.048 1.285  -0.23
59 C 4.987 0.029 1.079  -0.21
60 C 2.398 -0.728 2.629  -0.22
61 H 5.081 0.947 -3.630  0.03
62 H 5.062 -0.181 -2.289  0.01
63 H 4.736 1.519 -2.011  0.01
64 H 2.782 -0.137 -5.456  0.03
65 H 1.510 -1.032 -4.663  0.02
66 H 3.184 -1.565 -4.514  0.02
67 H 2.599 2.704 -4.063  0.03
68 H 1.932 2.754 -2.438  0.00
69 H 0.988 2.089 -3.767  0.00
70 H 0.665 -3.856 0.599  0.00
71 H 2.256 -3.490 1.255  0.01
72 H 1.996 -4.959 0.321  0.03
73 H 0.294 -2.722 -2.876  0.01
74 H 0.491 -4.413 -2.461  0.03
75 H 1.605 -3.660 -3.604  0.03
76 H 4.601 -3.117 -0.657  0.02
77 H 4.407 -2.653 -2.338  0.01
78 H 4.170 -4.319 -1.851  0.03
79 H 3.130 2.663 0.556  0.02
80 H 2.835 2.449 2.270  0.03
81 H 1.540 2.159 1.107  -0.02
82 H 5.432 0.652 0.312  0.01
83 H 5.309 -0.992 0.903  0.01
84 H 5.395 0.340 2.035  0.03
85 H 1.353 -0.986 2.474  -0.01
86 H 2.467 -0.114 3.523  0.02
87 H 2.941 -1.648 2.827  0.02

The highest DFT total energy belongs to which entry?
C29H44FNO9S2